(1)
The following is a DFT calculation (ωB97M-V with the def2-TZVPD basis set) of an isolated ion of composition C9H20NOS and charge +1 in a non-equilibrium geometry.

Values from the calculation:
Spin multiplicity   1
Kohn-Sham gap   9.26 eV
Total charge   +1
SMILES string   CCC/C=C/C[C@H](C)[NH2+][C@H](O)S
Relative energy (zero: lowest compared OMol25 entry of this formula, charge and spin)   98.0 kJ/mol

Last column: Löwdin charge in e.
Positions of all 32 atoms, in Å:
S1 2.481 -1.262 -4.098  0.830
O1 2.643 -3.608 -2.903  -0.002
N1 2.723 -1.868 -1.416  0.112
C1 2.410 -1.257 0.980  -0.036
C2 -2.854 2.428 1.078  -0.293
C3 -0.385 -0.054 0.107  -0.089
C4 -3.929 2.691 2.083  -0.127
C5 -1.924 1.290 1.430  -0.241
C6 1.737 -1.477 -0.313  -0.348
C7 -0.751 1.134 0.561  -0.109
C8 0.872 -0.272 -0.837  -0.125
C9 2.085 -2.401 -2.736  -0.708
H1 1.334 -0.390 -3.795  -0.027
H2 -3.593 3.126 3.059  0.083
H3 -0.364 2.009 0.081  0.115
H4 -2.322 0.275 1.696  0.135
H5 1.418 0.747 -0.692  0.153
H6 -4.754 3.387 1.666  0.100
H7 0.965 -2.451 -2.603  0.141
H8 3.106 -0.502 0.935  0.061
H9 -3.308 2.281 0.112  0.106
H10 1.547 -1.052 1.763  0.157
H11 0.524 -0.415 -1.831  0.055
H12 2.951 -2.199 1.155  0.100
H13 2.837 -3.732 -3.833  0.101
H14 0.957 -2.264 -0.121  0.166
H15 -1.552 1.509 2.443  0.127
H16 3.250 -1.079 -1.558  0.108
H17 -2.129 3.225 0.878  0.113
H18 -4.491 1.734 2.351  0.094
H19 3.426 -2.507 -1.054  0.177
H20 -0.869 -0.925 0.262  0.071


(2)
The following is a DFT calculation (ωB97M-V with the def2-TZVPD basis set) of C9H21BClGdN2OP as an isolated structure in a non-equilibrium geometry.

Values from the calculation:
Spin multiplicity   9
Kohn-Sham gap (spin up / spin down)   7.93 / 5.48 eV
Total charge   +2
<S²>   20.323
Relative energy (zero: lowest compared OMol25 entry of this formula, charge and spin)   136.9 kJ/mol

Last column: Löwdin charge in e.
Positions of all 37 atoms, in Å:
Gd1 -0.011 0.064 0.915  1.067
Cl1 5.065 1.332 3.331  0.801
P1 -1.927 -1.784 0.319  0.635
O1 2.414 -2.580 0.590  0.181
N1 -0.018 0.771 -2.465  0.086
N2 1.987 1.153 0.876  -0.195
C1 3.344 2.943 0.095  -0.004
C2 2.216 2.166 -0.006  -0.112
C3 -1.590 -3.566 0.271  -0.264
C4 -3.226 -1.659 1.618  -0.250
C5 3.995 1.669 2.046  -0.625
C6 4.254 2.705 1.126  0.001
C7 1.508 -1.864 0.634  -0.039
C8 -2.898 -1.481 -1.201  -0.254
C9 2.847 0.889 1.906  -0.141
B1 -1.136 1.911 -2.603  -0.345
H1 -3.759 -2.176 -1.238  0.076
H2 0.931 1.083 -2.656  0.125
H3 -2.782 -1.900 2.598  0.053
H4 2.586 0.062 2.576  0.115
H5 -3.591 -0.619 1.673  0.055
H6 5.152 3.287 1.254  0.132
H7 -0.371 -0.354 2.631  -0.044
H8 -1.647 2.063 -1.486  0.014
H9 -0.188 -0.055 -3.033  0.135
H10 -1.949 1.504 -3.423  0.041
H11 -0.558 2.927 -2.974  0.038
H12 -0.891 -3.780 -0.555  0.056
H13 -1.473 1.251 0.683  0.073
H14 -2.529 -4.139 0.134  0.079
H15 -2.270 -1.638 -2.095  0.050
H16 1.429 2.309 -0.771  0.112
H17 -4.066 -2.347 1.398  0.079
H18 -1.096 -3.869 1.210  0.060
H19 -3.254 -0.436 -1.224  0.056
H20 -0.004 0.404 -1.507  0.004
H21 3.505 3.752 -0.646  0.149


(3)
The following is a DFT calculation (ωB97M-V with the def2-TZVPD basis set) of C9H21BInNO19PS6 as an isolated structure in a non-equilibrium geometry.

Values from the calculation:
Spin multiplicity   1
Kohn-Sham gap   6.19 eV
Total charge   -1

Last column: Löwdin charge in e.
Positions of all 59 atoms, in Å:
In1 4.046 1.137 -1.481  0.372
S1 0.315 -1.489 1.624  0.697
S2 4.283 2.654 -3.507  0.108
S3 -1.673 -3.987 5.613  0.685
S4 0.919 0.313 -5.362  0.719
S5 -4.441 4.921 -0.190  0.675
S6 0.358 3.224 -0.239  0.469
P1 6.417 0.425 -0.741  0.504
O1 -1.497 -4.613 4.117  -0.191
O2 -3.277 -4.236 5.759  -0.195
O3 -0.980 -2.131 1.615  -0.240
O4 -1.432 -2.564 5.543  -0.240
O5 6.544 -1.129 -1.145  -0.682
O6 -3.891 5.799 -1.199  -0.236
O7 -5.649 4.155 -0.387  -0.244
O8 -3.261 3.907 0.300  -0.205
O9 0.329 -0.388 2.828  -0.182
O10 1.392 -2.526 2.274  -0.183
O11 -0.994 -4.856 6.548  -0.236
O12 1.626 -0.921 -5.099  -0.224
O13 2.023 -0.635 -3.306  -0.127
O14 2.740 -1.958 -1.203  -0.062
O15 -4.583 5.766 1.197  -0.202
O16 -0.626 -0.056 -5.731  -0.186
O17 1.365 0.851 -6.835  -0.186
O18 0.905 -0.889 0.450  -0.232
O19 0.919 1.431 -4.448  -0.226
N1 3.215 2.187 0.226  -0.118
C1 1.994 -1.929 3.422  -0.161
C2 -2.664 -5.364 3.789  -0.170
C3 -2.682 4.416 1.500  -0.200
C4 0.950 -0.963 3.975  -0.171
C5 -0.936 0.441 -7.031  -0.181
C6 -3.811 -4.653 4.504  -0.172
C7 2.020 2.773 -0.167  -0.767
C8 -3.822 5.130 2.222  -0.178
C9 0.387 0.448 -7.792  -0.183
B1 2.789 -0.720 -2.047  -0.466
H1 -4.473 4.414 2.735  0.130
H2 -4.124 -3.760 3.953  0.136
H3 6.636 0.634 0.684  -0.082
H4 0.181 -1.498 4.543  0.091
H5 -1.333 1.456 -6.923  0.131
H6 -2.531 -6.381 4.174  0.132
H7 -3.457 5.868 2.941  0.134
H8 7.447 1.146 -1.489  -0.066
H9 4.803 1.787 -4.483  -0.242
H10 1.425 0.173 -3.239  0.062
H11 0.648 -0.558 -8.137  0.130
H12 0.375 1.132 -8.643  0.132
H13 -1.890 5.119 1.221  0.121
H14 2.892 -1.393 3.096  0.138
H15 1.391 -0.187 4.604  0.139
H16 -2.255 3.605 2.096  0.135
H17 -4.673 -5.308 4.654  0.135
H18 2.273 -2.696 4.149  0.136
H19 -2.808 -5.402 2.707  0.141
H20 -1.686 -0.192 -7.513  0.131
H21 1.839 -1.931 -0.730  0.053


(4)
The following is a DFT calculation (ωB97M-V with the def2-TZVPD basis set) of C9H21ClN3O3Zr as an isolated structure in a non-equilibrium geometry.

Values from the calculation:
Spin multiplicity   2
Kohn-Sham gap (spin up / spin down)   4.77 / 4.37 eV
Total charge   +4
<S²>   0.790
Relative energy (zero: lowest compared OMol25 entry of this formula, charge and spin)   167.5 kJ/mol

Last column: Löwdin charge in e.
Positions of all 38 atoms, in Å:
Zr1 0.086 3.242 -1.453  2.164
Cl1 0.831 0.732 -1.504  0.188
O1 2.232 3.404 -0.771  -0.193
O2 -1.922 1.821 -1.075  -0.145
O3 -1.143 -5.338 -0.362  0.274
N1 -3.151 0.338 -0.054  0.109
N2 3.978 2.545 0.397  0.139
N3 -0.359 -3.478 0.701  0.172
C1 -2.939 1.205 -0.964  -0.543
C2 3.437 3.373 -0.471  -0.440
C3 -1.073 -4.623 0.665  -0.364
C4 0.446 -2.930 -0.343  0.008
C5 -1.889 -4.985 1.895  0.047
C6 -2.264 -0.045 1.008  -0.010
C7 4.293 4.490 -1.024  0.066
C8 -4.021 1.389 -2.039  0.074
C9 3.297 1.475 1.158  0.001
H1 -3.801 0.746 -2.891  0.117
H2 -4.002 -0.178 -0.225  0.187
H3 2.893 0.695 0.514  0.056
H4 0.132 -1.918 -0.597  0.051
H5 5.357 4.434 -0.794  0.119
H6 4.002 1.038 1.865  0.121
H7 -1.331 0.487 1.195  0.090
H8 -2.441 -5.894 1.654  0.116
H9 -2.820 -0.069 1.945  0.121
H10 1.488 -2.773 -0.067  0.130
H11 0.343 -3.513 -1.259  0.127
H12 -4.995 1.082 -1.657  0.113
H13 -1.957 -1.084 0.887  0.075
H14 -4.093 2.415 -2.400  0.106
H15 -1.207 -5.260 2.699  0.116
H16 -2.651 -4.254 2.164  0.103
H17 3.914 5.451 -0.679  0.121
H18 2.471 1.877 1.744  0.101
H19 4.330 4.487 -2.113  0.117
H20 -0.420 -3.008 1.592  0.175
H21 4.950 2.623 0.660  0.188


(5)
The following is a DFT calculation (ωB97M-V with the def2-TZVPD basis set) of C9H21ClNO4 as an isolated structure in a non-equilibrium geometry.

Values from the calculation:
Spin multiplicity   1
Kohn-Sham gap   6.24 eV
Total charge   -1

Last column: Löwdin charge in e.
Positions of all 36 atoms, in Å:
Cl1 0.660 1.863 2.654  0.102
O1 2.385 0.014 2.427  -0.033
O2 0.908 -1.646 2.218  -0.135
O3 2.956 -2.130 2.740  -0.090
O4 0.015 2.543 -1.587  -0.205
N1 -0.781 -0.160 -0.148  -0.208
C1 1.292 -1.740 -0.295  -0.029
C2 0.901 1.689 -0.714  -0.133
C3 -0.038 -1.165 -0.999  -0.128
C4 -1.433 -0.860 1.095  -0.141
C5 2.065 -1.251 2.470  -0.877
C6 0.732 2.987 -2.696  -0.154
C7 -1.958 0.419 -0.914  -0.009
C8 -2.376 -1.987 0.768  -0.092
C9 0.131 0.995 0.391  -0.281
H1 1.638 2.373 -0.294  0.133
H2 -0.573 -1.194 1.674  0.064
H3 -2.649 -0.379 -1.183  0.082
H4 1.399 0.882 -1.252  0.101
H5 -2.038 -2.846 0.190  0.075
H6 -1.724 1.071 -1.756  0.089
H7 1.409 2.215 -3.062  0.083
H8 0.039 3.239 -3.497  0.078
H9 0.278 -0.632 -1.896  0.101
H10 -3.350 -1.732 0.350  0.059
H11 -0.696 -1.965 -1.335  0.107
H12 1.526 0.435 2.356  -0.188
H13 0.977 -2.425 0.492  0.071
H14 -2.510 1.046 -0.213  0.105
H15 1.960 -2.326 -0.927  0.076
H16 -0.465 1.723 0.942  0.013
H17 -1.936 -0.083 1.671  0.130
H18 -2.763 -2.497 1.650  0.081
H19 1.915 -0.959 0.140  0.068
H20 1.247 3.934 -2.534  0.081
H21 0.856 0.551 1.074  0.001


(6)
The following is a DFT calculation (ωB97M-V with the def2-TZVPD basis set) of C9H21ClNO5P2Y as an isolated structure in a non-equilibrium geometry.

Values from the calculation:
Spin multiplicity   1
Kohn-Sham gap   7.94 eV
Total charge   +2
Relative energy (zero: lowest compared OMol25 entry of this formula, charge and spin)   15.2 kJ/mol

Last column: Löwdin charge in e.
Positions of all 40 atoms, in Å:
Y1 -1.215 0.155 1.677  1.395
Cl1 -0.911 0.149 -1.970  0.667
P1 -0.199 2.448 0.334  0.715
P2 -0.255 -2.400 0.339  0.754
O1 2.163 0.282 1.286  0.171
O2 0.590 -0.631 4.983  0.243
O3 -0.524 0.806 3.731  -0.155
O4 1.665 0.282 -2.316  0.067
O5 -0.572 -1.435 3.208  -0.199
N1 -0.153 -0.444 4.077  -0.409
C1 1.369 -3.115 0.793  -0.241
C2 -1.364 -3.635 1.093  -0.262
C3 -0.510 3.191 -1.298  -0.265
C4 -0.318 -2.876 -1.439  -0.284
C5 0.612 0.138 -2.889  -0.771
C6 1.390 3.220 0.736  -0.232
C7 0.239 -0.021 -4.314  -0.051
C8 -1.372 3.367 1.404  -0.262
C9 1.013 0.114 1.264  -0.221
H1 -2.382 -3.409 0.761  0.051
H2 -1.057 -4.619 0.721  0.066
H3 -0.423 0.793 -4.577  0.093
H4 -2.403 2.993 1.264  0.054
H5 0.544 -2.448 -1.976  0.041
H6 1.614 -2.886 1.839  0.054
H7 -0.337 -0.947 -4.352  0.096
H8 -0.641 4.269 -1.161  0.070
H9 1.103 0.050 -4.990  0.119
H10 -1.230 -2.464 -1.897  0.017
H11 -1.091 3.309 2.468  0.062
H12 0.362 2.992 -1.940  0.061
H13 2.167 -2.702 0.161  0.060
H14 1.747 2.906 1.722  0.059
H15 2.121 2.909 -0.026  0.072
H16 -1.350 -3.597 2.186  0.046
H17 1.267 4.310 0.711  0.079
H18 1.332 -4.206 0.661  0.073
H19 -0.308 -3.977 -1.537  0.075
H20 -1.400 2.739 -1.753  0.024
H21 -1.278 4.390 1.015  0.068